This record from OMol25 describes one molecule with the formula C4H7NO. The level of theory is ωB97M-V/def2-TZVPD.

For the energy relative to the best compared isomer or geometry (same formula, charge and spin), the calculation gives 108.8 kcal per mole. Its charge is 0. As for the HOMO-LUMO gap: 8.5 eV. The value obtained for the total energy is -7794.9253 eV.

```
13
Properties=species:S:1:pos:R:3:lowdin_charge:R:1
O 0.031 -1.729 1.429 0.015
C 0.344 -0.938 0.346 -0.312
C -0.695 -0.407 -1.147 -0.158
N 0.195 0.572 -1.377 -0.018
C 0.116 1.459 -0.243 -0.276
C 0.706 0.417 0.631 -0.020
H -0.446 -1.188 2.072 0.102
H 0.933 -1.550 -0.329 0.136
H -1.668 -0.170 -0.689 0.103
H -0.722 -1.229 -1.863 0.095
H -0.904 1.796 0.029 0.109
H 0.768 2.331 -0.352 0.114
H 1.343 0.636 1.491 0.110
```

=====

This record from OMol25 describes C29H47MnN2O6SSi2 as an isolated structure. The level of theory is ωB97M-V/def2-TZVPD.

For the energy relative to the best compared isomer or geometry (same formula, charge and spin), the calculation gives 0.0 kcal per mole. Its charge is +1. As for the HOMO-LUMO gap (spin up / spin down): 6.4 / 7.3 eV. The spin multiplicity is 4. The value obtained for the total energy is -104009.9531 eV.

```
88
Properties=species:S:1:pos:R:3:lowdin_charge:R:1
Mn -0.601 -1.269 -0.137 0.982
C 4.470 -3.923 -5.720 -0.037
C 3.847 -3.741 -4.366 -0.251
C 3.345 -2.498 -3.975 -0.021
C 2.804 -2.311 -2.719 -0.049
C 2.751 -3.388 -1.840 -0.297
C 3.243 -4.634 -2.200 -0.043
C 3.788 -4.799 -3.464 -0.019
S 2.108 -3.162 -0.225 0.636
O 2.088 -4.428 0.440 -0.260
O 2.673 -1.997 0.374 -0.267
N 0.526 -2.730 -0.515 -0.171
C -0.525 -3.606 -0.717 -0.346
C -0.585 -4.952 -1.046 0.038
C -1.850 -5.485 -1.208 -0.005
C -3.002 -4.708 -1.038 -0.030
C -2.866 -3.384 -0.698 -0.056
N -1.639 -2.869 -0.551 0.004
H 4.062 -3.218 -6.442 0.082
H 4.314 -4.933 -6.094 0.084
H 5.547 -3.754 -5.663 0.095
H 3.389 -1.666 -4.667 0.120
H 2.436 -1.338 -2.419 0.114
H 3.204 -5.453 -1.497 0.116
H 4.178 -5.767 -3.753 0.123
H 0.315 -5.536 -1.155 0.120
H -1.950 -6.530 -1.470 0.126
H -3.987 -5.131 -1.163 0.118
H -3.704 -2.721 -0.535 0.134
C -1.893 0.230 5.243 -0.178
Si -0.803 -1.208 4.796 0.443
C -1.480 -2.830 5.399 -0.179
C 0.964 -0.940 5.306 -0.170
C -0.781 -1.295 2.923 -0.090
C -0.757 -1.319 1.705 -0.106
H -1.932 0.348 6.327 0.042
H -2.912 0.083 4.884 0.035
H -1.511 1.158 4.815 0.026
H -1.514 -2.847 6.490 0.040
H -0.851 -3.657 5.069 0.037
H -2.492 -3.001 5.029 0.036
H 1.038 -0.892 6.394 0.041
H 1.355 -0.006 4.900 0.029
H 1.601 -1.754 4.958 0.041
C 1.344 3.724 1.918 -0.016
C 1.802 2.625 0.972 -0.612
C 3.117 2.989 0.304 -0.019
C 1.901 1.289 1.687 -0.020
O 0.843 2.515 -0.111 -0.084
Si -0.696 2.083 -0.245 0.092
O -0.727 0.379 -0.422 -0.269
O -1.348 2.653 -1.600 -0.090
C -0.787 2.995 -2.891 -0.620
C 0.141 1.878 -3.351 -0.029
C -1.977 3.134 -3.824 -0.022
C -0.038 4.313 -2.755 -0.013
O -1.602 2.370 1.045 -0.084
C -2.865 3.046 1.266 -0.618
C -2.726 4.500 0.840 -0.013
C -3.124 2.935 2.758 -0.023
C -3.944 2.329 0.469 -0.018
H 2.088 3.872 2.702 0.096
H 0.394 3.466 2.383 0.075
H 1.224 4.664 1.378 0.096
H 3.905 3.090 1.050 0.094
H 3.024 3.934 -0.231 0.089
H 3.409 2.214 -0.405 0.090
H 2.683 1.326 2.447 0.101
H 2.158 0.489 0.991 0.073
H 0.963 1.042 2.186 0.071
H -0.402 0.932 -3.396 0.085
H 0.989 1.776 -2.672 0.079
H 0.526 2.097 -4.347 0.096
H -2.530 2.197 -3.880 0.089
H -1.643 3.402 -4.827 0.093
H -2.650 3.913 -3.465 0.091
H 0.793 4.213 -2.059 0.077
H -0.710 5.090 -2.392 0.093
H 0.353 4.623 -3.724 0.096
H -1.914 4.977 1.388 0.092
H -3.648 5.042 1.053 0.097
H -2.524 4.573 -0.229 0.078
H -2.330 3.428 3.320 0.089
H -3.162 1.887 3.057 0.072
H -4.073 3.406 3.014 0.096
H -3.749 2.405 -0.601 0.081
H -4.921 2.769 0.672 0.096
H -3.978 1.275 0.753 0.089
```

=====

This record from OMol25 describes C7H4NO4RuSbSe4 as an isolated structure. The level of theory is ωB97M-V/def2-TZVPD.

Its charge is -1. As for the HOMO-LUMO gap (spin up / spin down): 6.6 / 5.7 eV. The spin multiplicity is 6. The value obtained for the total energy is -287511.8258 eV.

```
22
Properties=species:S:1:pos:R:3:lowdin_charge:R:1
Ru -1.055 -0.593 -0.407 0.459
O 2.154 -2.206 2.527 0.123
C 1.269 -1.553 1.754 -0.459
O 0.979 -1.923 0.646 0.017
C 0.688 -0.340 2.387 -0.178
C 1.061 0.138 3.627 0.011
C 0.430 1.293 4.091 -0.035
C -0.531 1.900 3.311 0.021
C -0.843 1.345 2.072 -0.154
N -0.238 0.255 1.631 0.085
C -1.911 1.945 1.149 -0.628
O -2.465 2.968 1.526 0.036
O -2.037 1.333 0.047 -0.174
H 2.448 -2.972 2.014 0.137
H 1.812 -0.370 4.212 0.116
H 0.698 1.695 5.059 0.108
H -1.072 2.790 3.601 0.120
Se 0.176 -4.222 -2.264 -0.181
Sb -1.411 -2.493 -2.254 -0.210
Se 0.188 0.068 -2.312 -0.007
Se -2.645 -2.228 0.290 -0.037
Se -3.106 -2.203 -3.838 -0.169
```

=====

This record from OMol25 describes C12H33N3NaO3 as an isolated structure. The level of theory is ωB97M-V/def2-TZVPD.

For the energy relative to the best compared isomer or geometry (same formula, charge and spin), the calculation gives 157.0 kcal per mole. Its charge is +1. As for the HOMO-LUMO gap: 9.3 eV. The value obtained for the total energy is -27995.5434 eV.

```
52
Properties=species:S:1:pos:R:3:lowdin_charge:R:1
Na -0.180 0.099 0.181 0.084
C -3.663 -1.863 0.186 -0.027
C -2.199 -1.345 0.214 -0.392
C -1.451 -1.691 -1.040 -0.129
O -0.001 -1.487 -0.984 -0.295
C 0.684 -1.907 -2.182 -0.033
N -2.126 0.112 0.404 0.047
H -3.839 -2.919 0.388 0.084
H -4.037 -1.823 -0.837 0.080
H -4.388 -1.386 0.845 0.085
H -1.775 -1.862 1.075 0.101
H -2.034 -1.202 -1.820 0.142
H -1.614 -2.765 -1.128 0.142
H 1.722 -2.189 -2.007 0.106
H 0.695 -1.103 -2.919 0.096
H 0.276 -2.820 -2.614 0.113
H -2.583 0.317 1.281 0.107
H -2.737 0.574 -0.253 0.116
C 1.304 2.483 -2.581 -0.017
C 0.964 1.811 -1.240 -0.352
C 0.031 2.637 -0.272 -0.105
O -0.151 1.984 0.969 -0.317
C -0.760 2.737 1.973 -0.073
N 0.388 0.540 -1.596 -0.064
H 0.444 2.508 -3.250 0.091
H 2.104 2.037 -3.173 0.087
H 1.720 3.438 -2.261 0.085
H 1.839 1.583 -0.631 0.110
H -0.937 2.759 -0.758 0.136
H 0.434 3.646 -0.179 0.137
H -1.071 2.084 2.789 0.099
H -1.623 3.314 1.642 0.108
H -0.081 3.527 2.294 0.112
H -0.284 0.806 -2.301 0.122
H 1.001 -0.017 -2.174 0.024
C 0.176 -2.152 2.132 -0.006
C 0.952 -0.820 2.338 -0.336
C 2.148 -0.688 1.420 -0.077
O 1.740 -0.524 0.014 -0.268
C 2.850 -0.205 -0.808 -0.080
N 0.057 0.296 2.138 -0.033
H 0.024 -2.341 1.069 0.071
H -0.763 -2.304 2.666 0.091
H 0.877 -2.917 2.466 0.095
H 1.282 -0.596 3.352 0.149
H 2.785 -1.572 1.376 0.142
H 2.735 0.172 1.743 0.138
H 3.278 0.732 -0.452 0.107
H 2.475 -0.042 -1.819 0.083
H 3.597 -0.998 -0.854 0.117
H -0.726 0.156 2.761 0.106
H 0.443 1.188 2.413 0.094
```

=====

This record from OMol25 describes a 2-piece molecular cluster, C4H6BrN2 overall. The level of theory is ωB97M-V/def2-TZVPD.

For the energy relative to the best compared isomer or geometry (same formula, charge and spin), the calculation gives 72.4 kcal per mole. Its charge is +1. As for the HOMO-LUMO gap: 8.2 eV. The value obtained for the total energy is -77257.7645 eV.

```
13
Properties=species:S:1:pos:R:3:lowdin_charge:R:1
C 3.185 0.786 0.154 0.098
C -1.799 -1.491 0.407 -0.006
C 2.192 1.142 -0.644 -0.176
C -0.011 -0.067 -0.392 -0.024
N -0.946 -0.912 -0.361 0.098
N 0.946 0.620 -0.491 0.190
Br -3.990 0.280 0.766 0.615
H 4.168 1.195 0.086 0.074
H 2.949 -0.047 0.864 0.103
H -1.724 -1.225 1.443 0.075
H -2.471 -2.244 -0.022 0.110
H 2.203 1.882 -1.484 0.147
H -4.702 0.082 -0.326 -0.304
```

=====

This record from OMol25 describes C14H37Br2MnN3O4 as an isolated structure. The level of theory is ωB97M-V/def2-TZVPD.

Its charge is 0. As for the HOMO-LUMO gap (spin up / spin down): 8.1 / 9.0 eV. The spin multiplicity is 6. The value obtained for the total energy is -199186.5674 eV.

```
61
Properties=species:S:1:pos:R:3:lowdin_charge:R:1
Mn -12.027 -13.912 -23.025 0.333
Br -14.085 -15.447 -23.887 -0.074
Br -10.094 -12.632 -21.797 -0.138
C -14.027 -12.378 -26.122 -0.068
C -12.635 -11.908 -25.750 -0.391
C -12.381 -10.468 -26.147 -0.203
O -11.120 -10.086 -25.645 -0.197
C -10.618 -8.895 -26.193 -0.104
N -12.384 -12.086 -24.273 0.017
H -14.094 -13.452 -25.932 0.011
H -14.173 -12.256 -27.197 0.085
H -14.827 -11.918 -25.540 0.082
H -11.947 -12.554 -26.299 0.118
H -13.177 -9.841 -25.716 0.139
H -12.394 -10.402 -27.241 0.130
H -9.551 -8.857 -25.977 0.091
H -11.079 -8.012 -25.730 0.089
H -10.767 -8.848 -27.276 0.086
H -13.115 -11.493 -23.871 0.055
H -11.557 -11.501 -24.116 0.042
C -15.978 -12.840 -21.165 -0.057
C -14.704 -12.368 -21.847 -0.407
C -14.416 -10.969 -21.390 -0.221
O -13.409 -10.408 -22.192 -0.228
C -13.071 -9.089 -21.846 -0.088
N -13.586 -13.272 -21.420 -0.009
H -16.835 -12.226 -21.461 0.084
H -15.901 -12.757 -20.079 0.089
H -16.213 -13.870 -21.433 0.078
H -14.757 -12.402 -22.933 0.107
H -14.089 -10.981 -20.334 0.137
H -15.332 -10.356 -21.369 0.135
H -13.895 -8.404 -22.079 0.092
H -12.190 -8.813 -22.422 0.091
H -12.808 -9.023 -20.784 0.095
H -13.070 -12.874 -20.635 0.073
H -14.031 -14.089 -21.008 0.054
C -9.340 -16.433 -28.312 -0.107
O -9.958 -15.642 -27.323 -0.171
C -9.074 -15.214 -26.319 -0.243
C -9.848 -14.405 -25.323 -0.198
N -10.758 -15.127 -24.418 -0.110
C -10.003 -16.110 -23.621 -0.192
C -10.863 -16.733 -22.560 -0.234
O -11.501 -15.749 -21.780 -0.346
C -12.179 -16.282 -20.677 -0.108
H -8.395 -16.876 -27.979 0.085
H -9.116 -15.834 -29.202 0.088
H -9.984 -17.261 -28.608 0.087
H -8.235 -14.603 -26.684 0.134
H -8.592 -16.098 -25.877 0.114
H -10.452 -13.716 -25.927 0.103
H -9.222 -13.692 -24.780 0.112
H -11.392 -15.633 -25.040 0.087
H -9.161 -15.555 -23.199 0.123
H -9.579 -16.961 -24.168 0.124
H -10.291 -17.411 -21.912 0.131
H -11.637 -17.387 -22.994 0.120
H -12.483 -15.476 -20.013 0.084
H -11.555 -16.986 -20.115 0.096
H -13.077 -16.833 -20.991 0.091
```